No. 1
# C18H37Br2NaO16

A molecular structure, C18H37Br2NaO16 (the ωB97M-V functional and the def2-TZVPD basis, OMol25).

```
74
Properties=species:S:1:pos:R:3:forces:R:3:lowdin_charge:R:1
Na 7.3582 0.3550 2.2650 -0.63 0.20 -0.27 0.81
C 2.7354 1.6510 -0.7269 1.57 -0.63 1.36 -0.43
O 3.6343 0.7030 -0.2350 -0.21 -0.05 -0.07 -0.48
H 1.9432 1.2281 -1.3447 -0.14 -0.12 -0.60 0.04
H 2.2178 2.1695 0.0802 -0.52 0.30 0.50 0.02
H 3.2946 2.4446 -1.2224 -0.18 0.39 -0.84 0.03
Br 2.6175 0.0331 -7.5678 0.92 1.26 0.10 0.54
C 3.6992 1.7583 -7.6966 -0.45 -0.27 -1.63 -0.64
C 2.7753 2.9198 -7.4647 0.45 0.30 1.51 -0.67
Br 3.7504 4.6486 -7.7946 -0.49 -0.94 -0.01 0.55
H 4.0122 1.8259 -8.7386 0.20 -0.55 0.08 0.04
H 4.5804 1.7588 -7.0552 -0.42 -0.31 0.16 0.06
H 2.6189 2.9149 -6.3860 -0.59 0.47 -0.15 0.05
H 1.8375 2.9171 -8.0204 0.38 0.03 -0.04 0.06
C 5.1573 5.6493 2.7641 -0.03 -0.36 -0.59 -0.03
O 4.1845 5.3413 3.7309 -1.01 0.33 1.19 0.00
C 4.1481 4.1690 4.3198 2.01 -2.95 0.36 -0.54
O 5.0919 3.3242 4.3478 -2.92 2.50 -0.18 0.03
O 2.9285 4.0259 4.8824 0.04 -0.67 -0.07 0.01
C 2.5247 2.7182 5.3672 1.42 -1.11 0.45 -0.03
H 5.1344 4.7991 2.0824 0.57 0.27 -0.35 0.10
H 6.1469 5.8410 3.1788 -0.08 -0.18 0.09 0.10
H 4.7614 6.5458 2.2870 0.26 -0.12 -0.09 0.10
H 2.7537 2.5455 6.4188 -0.19 0.94 0.33 0.09
H 3.1486 1.9212 4.9626 -0.03 0.28 -0.80 0.08
H 1.4843 2.4321 5.2132 0.03 0.96 -0.43 0.10
C -4.1746 -1.8905 6.2547 -0.04 -1.36 0.16 -0.05
O -3.4200 -1.8559 5.0414 1.59 0.14 -0.90 -0.02
C -2.1679 -2.4402 4.9638 -0.50 -0.32 2.14 -0.60
O -1.5624 -2.9849 5.8572 -0.86 0.20 0.59 0.11
O -1.6579 -2.3387 3.7775 -0.06 0.17 -2.21 0.02
C -0.3413 -2.8948 3.5265 0.39 0.29 0.33 -0.02
H -5.1316 -1.3900 6.1073 0.40 0.33 -0.36 0.09
H -3.6750 -1.5134 7.1470 0.29 0.15 -0.33 0.09
H -4.4288 -2.9379 6.4178 0.04 -0.07 0.37 0.09
H 0.3814 -2.4730 4.2250 -0.11 0.36 -0.14 0.09
H -0.0953 -2.6507 2.4930 -0.18 0.24 0.23 0.10
H -0.2014 -3.9685 3.6515 -0.95 -0.13 0.12 0.09
C -2.3955 -2.8979 -4.2309 -0.43 -1.32 0.83 -0.07
O -3.2105 -2.8898 -5.3777 -0.83 -1.19 -2.48 -0.05
C -3.4517 -4.0986 -6.0613 0.24 0.49 1.14 -0.49
O -2.9779 -5.1870 -5.7700 -1.10 2.15 -0.77 0.12
O -4.3475 -3.7829 -7.0510 0.41 0.21 1.29 -0.02
C -5.0501 -4.8485 -7.6778 0.77 -1.34 -0.63 -0.06
H -2.7963 -3.7148 -3.6307 0.52 -0.15 0.41 0.09
H -2.5759 -1.9910 -3.6536 0.15 0.16 -0.51 0.10
H -1.3409 -3.0787 -4.4387 -0.06 0.18 -0.10 0.10
H -5.8948 -4.5631 -8.3047 0.09 0.99 0.52 0.09
H -5.4016 -5.6054 -6.9766 0.17 0.15 0.19 0.10
H -4.3640 -5.3174 -8.3831 0.08 -0.33 0.11 0.09
C -3.3468 4.5407 3.1327 -0.12 0.36 0.08 -0.03
O -4.2842 5.6537 3.0082 0.36 0.34 0.56 -0.02
C -4.2577 6.5976 3.9989 1.84 -2.32 1.92 -0.60
O -3.6554 6.4617 5.0652 -0.87 0.46 -1.75 0.08
O -4.9981 7.5979 3.6520 -1.07 1.87 -0.85 0.02
C -5.1351 8.7637 4.5019 0.00 0.12 0.21 -0.01
H -3.1347 4.3113 4.1769 -0.13 0.14 -0.10 0.09
H -2.4197 4.7810 2.6121 -0.02 0.24 0.11 0.09
H -3.7655 3.6690 2.6298 -0.34 0.27 0.10 0.09
H -5.8510 8.5678 5.3001 0.37 -0.26 0.16 0.10
H -5.5510 9.6081 3.9521 -0.11 -0.57 -0.69 0.09
H -4.1844 9.1525 4.8666 0.09 -0.65 0.23 0.10
C 3.7318 -5.1852 -2.5276 -0.89 -0.35 0.45 -0.03
O 3.1360 -6.3337 -3.1963 -0.95 -0.30 0.80 -0.03
C 2.2092 -7.1629 -2.5891 0.85 -1.44 -1.20 -0.51
O 1.8903 -8.2056 -3.1574 0.32 2.52 1.35 0.10
O 1.8126 -6.7829 -1.3387 0.18 -0.11 -1.47 -0.02
C 0.7318 -7.5303 -0.7772 -0.97 -0.40 0.76 -0.05
H 4.2029 -5.5530 -1.6161 0.18 0.32 -0.07 0.09
H 2.9855 -4.4283 -2.2862 -0.21 -0.23 0.18 0.09
H 4.4244 -4.6724 -3.1950 0.08 -0.70 -0.16 0.09
H 0.4239 -8.4505 -1.2736 0.85 0.05 -0.41 0.09
H -0.1952 -6.9575 -0.7520 0.26 0.58 -0.13 0.09
H 0.9727 -7.7700 0.2585 0.27 0.08 -0.11 0.09
```
Forces are in eV/Å.

For the highest occupied orbital energy, the calculation gives -5.4 eV. As for the total charge: 0. Its orbital gap is 3.171 eV. The largest force on an atom is 0.075 Eh/bohr.



No. 2
# C28H50N2O11

6 unconnected molecules or ions with the total composition C28H50N2O11 (the ωB97M-V functional and the def2-TZVPD basis, OMol25).

```
91
Properties=species:S:1:pos:R:3:forces:R:3:lowdin_charge:R:1
N -2.9307 -2.0856 0.4458 0.55 -0.01 0.07 0.01
C -1.5395 -1.6489 0.1813 -1.03 -0.31 -0.57 -0.28
C -0.9508 -2.5059 -0.9408 0.52 -0.01 0.52 -0.20
C 0.5495 -2.7241 -0.7750 -0.32 0.76 -0.26 -0.21
C 1.3820 -1.4414 -0.9220 0.69 -0.87 0.20 -0.20
C 2.7080 -1.6748 -0.1566 -1.02 0.88 0.09 -0.16
C 2.4475 -1.4949 1.3552 0.05 -0.17 -0.29 -0.22
O 2.4990 -2.6762 2.1311 0.20 0.13 0.20 -0.15
C 3.7493 -3.3361 2.1155 -0.02 -0.11 -0.05 -0.24
C 4.0954 -3.9116 3.4819 0.13 -0.54 -0.40 -0.25
N 5.0782 -5.0022 3.4047 0.08 0.26 -0.19 -0.01
H -3.2468 -1.6876 1.3214 -0.18 0.12 -0.17 0.04
H -3.5209 -1.7526 -0.3090 -0.20 -0.01 0.18 0.04
H -1.5380 -0.6095 -0.1493 0.29 0.28 0.31 0.09
H -0.9806 -1.7710 1.1031 0.24 0.06 0.13 0.11
H -1.4431 -3.4692 -0.8847 -0.25 -0.19 -0.23 0.11
H -1.1441 -2.0319 -1.9009 -0.20 -0.10 -0.23 0.10
H 0.9152 -3.4223 -1.5233 0.04 -0.30 -0.01 0.11
H 0.7276 -3.1491 0.2085 0.03 -0.20 0.20 0.10
H 0.8669 -0.5727 -0.5238 -0.08 0.20 0.02 0.10
H 1.5952 -1.2752 -1.9732 -0.07 0.23 -0.21 0.11
H 3.0147 -2.6825 -0.4041 0.47 -0.18 0.09 0.11
H 3.4519 -0.9453 -0.4651 0.26 -0.11 -0.19 0.10
H 1.4391 -1.1142 1.4780 -0.22 -0.01 0.15 0.11
H 3.1071 -0.7256 1.7651 0.28 -0.08 0.14 0.12
H 3.7089 -4.1695 1.4093 -0.03 -0.11 -0.15 0.12
H 4.5515 -2.6794 1.7745 0.07 0.24 -0.05 0.12
H 4.5011 -3.1539 4.1401 -0.12 0.22 0.21 0.11
H 3.1837 -4.3178 3.9056 -0.17 0.05 0.25 0.11
H 4.7592 -5.6946 2.7336 -0.03 -0.05 0.11 0.06
H 5.9485 -4.6434 3.0206 -0.01 -0.05 0.12 0.06
O -5.0181 -1.5100 -2.4067 0.00 -0.03 0.15 0.11
C -4.2531 -0.6875 -2.8291 -0.25 0.11 -0.11 -0.50
C -4.1055 -0.2028 -4.2514 0.42 -0.08 -0.12 -0.07
C -2.7648 0.5291 -4.2237 -0.08 -0.07 -0.03 -0.13
C -2.6942 0.9908 -2.7734 0.12 0.19 -0.09 -0.14
O -3.4050 -0.0169 -2.0225 0.10 -0.01 0.01 0.00
H -4.9335 0.4734 -4.4553 -0.01 0.01 -0.07 0.10
H -4.1280 -1.0399 -4.9443 -0.14 -0.03 0.03 0.13
H -2.6888 1.3507 -4.9323 -0.06 0.04 0.05 0.12
H -1.9565 -0.1740 -4.4325 0.02 0.02 0.02 0.12
H -3.2002 1.9442 -2.6196 -0.05 -0.03 -0.02 0.12
H -1.6767 1.0572 -2.3937 -0.04 -0.11 0.11 0.12
O 3.8879 0.6841 -3.3587 -0.17 0.15 0.12 0.12
C 4.9425 0.9883 -2.8873 0.10 -0.27 -0.27 -0.50
C 6.2150 0.1626 -2.8863 0.18 0.17 0.44 -0.07
C 7.0653 0.8584 -1.8239 -0.03 -0.13 -0.07 -0.15
C 6.5540 2.2897 -1.9073 0.15 0.00 0.08 -0.15
O 5.1686 2.1787 -2.2809 -0.03 0.03 0.06 0.02
H 6.6636 0.2219 -3.8789 -0.04 -0.05 -0.04 0.13
H 5.9953 -0.8731 -2.6445 -0.07 -0.04 -0.19 0.12
H 8.1384 0.7792 -1.9823 0.00 0.05 -0.03 0.12
H 6.8402 0.4443 -0.8403 0.03 0.03 0.02 0.12
H 7.0718 2.8726 -2.6720 -0.01 -0.01 -0.02 0.13
H 6.6207 2.8147 -0.9572 -0.10 0.05 -0.02 0.11
O -5.7560 2.3339 -3.3594 -0.01 0.10 0.04 0.10
C -6.6781 1.8237 -2.7840 0.13 -0.18 -0.02 -0.49
C -7.7590 0.9379 -3.3669 -0.30 0.12 0.20 -0.07
C -8.8122 0.9248 -2.2602 0.02 -0.02 -0.10 -0.14
C -7.9571 1.1309 -1.0165 -0.16 -0.09 0.07 -0.14
O -6.8516 1.9461 -1.4542 -0.01 0.06 0.00 0.03
H -7.3321 -0.0533 -3.5361 0.05 0.01 -0.03 0.13
H -8.1226 1.3465 -4.3055 0.13 -0.06 -0.09 0.13
H -9.4076 0.0154 -2.2209 0.06 -0.03 0.03 0.12
H -9.4919 1.7685 -2.3875 0.00 0.00 0.02 0.12
H -7.5562 0.1937 -0.6270 0.02 -0.01 -0.04 0.13
H -8.4785 1.6512 -0.2176 0.11 0.07 0.02 0.13
O -8.3583 0.0245 3.5191 -0.04 -0.02 0.08 0.12
C -7.2473 -0.3028 3.8136 -0.02 0.09 -0.15 -0.49
C -6.0542 -0.4644 2.8918 0.18 -0.29 0.22 -0.08
C -5.0797 -1.2741 3.7447 0.00 -0.01 -0.15 -0.16
C -5.4683 -0.8516 5.1548 0.09 0.01 -0.01 -0.15
O -6.8796 -0.5798 5.0896 0.01 -0.01 0.00 0.02
H -5.6677 0.5276 2.6532 -0.03 0.02 -0.06 0.13
H -6.3450 -0.9715 1.9763 -0.07 0.14 -0.08 0.12
H -4.0309 -1.0929 3.5172 0.00 0.05 0.07 0.11
H -5.2735 -2.3392 3.6130 0.02 -0.01 0.00 0.12
H -4.9573 0.0604 5.4713 0.00 0.01 -0.02 0.13
H -5.2947 -1.6267 5.8969 -0.12 0.02 0.05 0.12
O 8.2147 2.4790 1.8139 0.12 0.06 -0.09 0.12
C 7.7387 3.5621 1.9883 -0.19 -0.21 0.07 -0.50
C 6.2697 3.9028 2.1591 0.03 0.42 -0.19 -0.08
C 6.2461 5.4121 1.9219 -0.06 -0.10 0.00 -0.15
C 7.6431 5.8193 2.3723 -0.07 0.10 0.02 -0.15
O 8.4820 4.6895 2.0710 0.02 0.01 -0.02 0.03
H 5.9734 3.6407 3.1756 -0.03 -0.07 -0.01 0.13
H 5.6628 3.3501 1.4474 0.00 -0.17 0.11 0.12
H 5.4558 5.9370 2.4541 0.04 0.00 0.05 0.12
H 6.1273 5.6159 0.8568 0.00 0.02 0.00 0.12
H 7.6949 6.0076 3.4466 -0.01 -0.02 0.01 0.13
H 8.0269 6.6883 1.8441 0.11 -0.06 -0.02 0.12
```
Forces are in eV/Å.

The SMILES is NCCCCCCOCCN.O=C1CCCO1.O=C1CCCO1.O=C1CCCO1.O=C1CCCO1.O=C1CCCO1. For the highest occupied orbital energy, the calculation gives -8.8 eV. As for the total charge: 0. Its orbital gap is 9.210 eV. The largest force on an atom is 0.026 Eh/bohr.



No. 3
# C2H10O2S2

3 unconnected molecules or ions with the total composition C2H10O2S2 (the ωB97M-V functional and the def2-TZVPD basis, OMol25).

```
16
Properties=species:S:1:pos:R:3:forces:R:3:lowdin_charge:R:1
C 0.7243 2.4947 -0.3649 -0.17 0.35 1.06 -0.18
C 0.0572 1.1372 -0.0410 1.10 1.17 0.64 -0.59
S 0.0756 0.9627 1.7727 -0.40 -0.47 -0.04 0.41
S -0.7788 -0.9258 2.0058 -0.32 0.79 -0.11 0.28
H 1.8052 2.4063 -0.4451 -0.03 -0.14 -0.70 0.07
H 0.2053 2.9632 -1.1950 0.49 -0.06 -0.44 0.07
H 0.6445 3.2375 0.4441 -0.43 -0.28 0.08 0.05
H -0.9579 1.1660 -0.4132 -0.09 -0.60 -0.07 0.07
H 0.7363 0.3669 -0.3814 -0.63 -0.43 -0.51 0.02
H -2.0604 -0.5134 1.7840 0.45 -0.35 0.14 -0.18
O -2.0030 -2.3077 -1.0444 -0.29 -0.56 0.02 -0.09
H -1.8717 -3.0062 -0.3838 0.06 0.37 -0.16 0.03
H -2.6909 -2.6764 -1.6195 0.23 0.21 0.11 0.04
O 2.2135 -1.3888 -0.0968 -0.26 -1.02 0.70 -0.08
H 1.8380 -2.0024 -0.7389 0.02 0.25 -0.38 0.04
H 2.0626 -1.9140 0.7175 0.26 0.77 -0.34 0.05
```
Forces are in eV/Å.

The SMILES is CCSS.O.O. For the highest occupied orbital energy, the calculation gives -8.7 eV. As for the total charge: 0. Its orbital gap is 8.995 eV. The largest force on an atom is 0.034 Eh/bohr. Its relative energy (zero: lowest compared OMol25 entry of this formula, charge and spin) is 0.685 eV.